Computed, not measured: a 5-piece molecular cluster, C16H23F9O14S2 overall at a distorted geometry, with the ωB97M-V functional and the def2-TZVPD basis.

```
64
Properties=species:S:1:pos:R:3
S -6.86 8.71 21.23
S -10.46 6.53 16.61
F -15.05 5.90 14.01
F -16.06 7.82 14.07
F -16.67 6.32 12.63
F -15.62 12.30 14.42
F -12.15 1.59 12.81
F -11.54 2.81 14.52
F -12.75 3.61 12.90
F -14.67 13.83 15.63
F -16.18 12.60 16.51
O -5.45 8.41 21.27
O -13.92 8.41 12.61
O -7.29 9.13 19.72
O -7.47 9.63 22.18
O -9.37 2.92 12.93
O -10.94 6.82 17.94
O -9.34 5.63 16.44
O -7.71 7.34 21.15
O -14.51 6.80 11.15
O -11.66 6.06 15.61
O -14.27 10.37 15.83
O -12.98 12.16 16.45
O -10.61 4.07 11.48
O -10.31 7.92 15.71
C -15.18 12.61 15.65
C -15.63 6.84 13.27
C -12.33 6.55 10.19
C -11.71 2.77 13.21
C -10.86 7.81 14.40
C -10.44 3.27 12.53
C -9.00 5.95 11.53
C -13.65 7.23 10.12
C -9.55 4.67 10.82
C -11.39 6.32 14.26
C -8.81 7.42 20.26
C -14.11 11.55 15.99
C -10.53 12.00 16.80
C -14.59 7.44 12.29
C -11.90 11.37 16.98
C -8.62 8.75 19.45
H -8.84 3.91 10.50
H -9.33 9.53 19.74
H -11.89 6.68 11.18
H -11.69 6.84 9.36
H -8.65 8.56 18.38
H -10.62 5.62 13.94
H -10.38 12.07 15.72
H -9.72 11.57 17.39
H -8.32 6.59 10.97
H -10.64 13.00 17.22
H -9.91 6.42 11.88
H -13.49 8.31 10.13
H -8.39 5.65 12.38
H -11.66 8.54 14.26
H -9.72 7.51 20.85
H -14.12 7.02 9.15
H -10.10 8.00 13.65
H -12.52 5.48 10.28
H -12.27 6.25 13.63
H -12.14 11.32 18.04
H -8.78 6.48 19.71
H -9.93 5.03 9.86
H -11.94 10.39 16.51
```

Energy relative to the best compared isomer or geometry (same formula, charge and spin): 40.43 kcal per mole
SMILES: CCOC(=O)C(F)(F)F.CCOC(=O)C(F)(F)F.CCOC(=O)C(F)(F)F.O=S1(=O)OCCO1.O=S1(=O)OCCO1
Orbital gap: 11.3 eV
HOMO: -11.08 eV